No. 1
Computed, not measured: a molecular structure, C30H45N4O4SbZr, with ωB97M-V/def2-TZVPD.

Computed properties:
energy relative to the best compared isomer or geometry (same formula, charge and spin) = 0.000 eV
HOMO = -7.447 eV
gap between HOMO and LUMO = 6.080 eV

Last column: Löwdin charge in e.
Element x y z (Å)
C1 -1.680 -2.111 -6.160  -0.208
N1 0.425 -2.652 0.671  -0.048
C2 0.438 4.434 -1.500  -0.038
H1 3.575 -3.461 3.864  0.114
H2 -3.923 -0.864 0.509  0.130
C3 0.317 -3.213 4.746  -0.042
H3 4.227 -1.710 2.396  0.084
C4 2.283 -1.857 3.290  -0.233
C5 0.797 3.450 -0.584  -0.206
H4 -0.907 0.818 -5.661  0.054
C6 -1.784 4.533 -0.596  -0.029
C7 1.383 1.173 4.612  0.013
H5 -2.557 -2.239 -6.799  0.064
H6 -3.477 3.437 1.073  0.089
C8 1.602 -3.724 4.664  -0.065
C9 3.312 -1.124 2.472  -0.020
H7 0.067 3.676 3.853  0.097
C10 -1.468 3.559 0.341  -0.218
H8 -2.074 -2.139 4.713  0.087
H9 0.835 0.589 -5.518  0.053
N2 -1.929 -1.588 0.325  -0.134
H10 -2.255 3.429 2.349  0.078
H11 2.949 -0.911 1.460  0.062
H12 2.687 3.054 0.379  0.078
C11 -0.704 -3.532 1.014  -0.139
H13 0.671 -2.758 -0.312  0.063
H14 0.717 1.823 5.181  0.097
H15 -0.718 -3.691 2.093  0.107
H16 -3.553 -1.597 -1.028  0.129
N3 0.649 -0.166 2.688  0.071
H17 -0.632 -4.511 0.538  0.124
H18 -1.106 5.716 -2.248  0.104
H19 2.147 1.775 -0.711  0.044
Zr1 -0.091 -0.322 0.385  1.543
H20 2.352 1.676 4.562  0.102
C12 -0.179 3.034 0.318  -0.223
C13 0.724 3.544 2.991  0.009
H21 1.750 3.666 3.342  0.097
H22 -1.460 -0.489 4.598  0.082
H23 0.111 2.143 -5.118  0.064
H24 1.846 -4.654 5.160  0.107
N4 0.137 1.953 1.213  0.080
C14 -1.422 -1.481 4.141  -0.015
C15 -0.021 -2.026 4.104  -0.229
H25 0.504 4.314 2.257  0.094
H26 -1.836 -1.393 3.132  0.072
C16 2.179 2.860 -0.571  -0.030
H27 -1.090 1.092 -3.157  0.036
H28 0.637 0.899 -2.986  0.028
H29 2.632 -1.776 -2.908  0.049
H30 2.783 3.300 -1.363  0.081
C17 -2.796 0.391 -0.802  -0.629
H31 -2.663 -0.844 -4.698  0.045
H32 1.043 -1.764 -5.554  0.032
H33 1.175 4.771 -2.218  0.110
H34 -1.105 -3.038 -6.206  0.060
C18 2.575 -3.053 3.937  -0.038
C19 1.201 -2.095 -4.527  -0.466
O1 -1.524 0.725 -0.705  -0.263
H35 -2.732 -2.551 -4.324  0.030
C20 -0.217 0.619 -3.608  -0.442
Sb1 -0.473 -1.499 -3.300  1.411
C21 -0.840 4.966 -1.514  -0.066
H36 -2.789 4.935 -0.617  0.116
H37 1.231 -3.186 -4.541  0.039
C22 0.535 2.186 2.395  -0.234
C23 -2.025 -2.900 0.595  -0.584
H38 -2.526 1.988 1.363  0.070
H39 -1.064 -1.327 -6.603  0.047
C24 -2.484 3.078 1.338  -0.020
H40 1.257 -2.889 1.199  0.083
H41 3.574 -0.165 2.928  0.081
H42 -0.446 -3.745 5.301  0.116
C25 0.848 0.969 3.231  -0.225
O2 1.433 -0.365 -0.562  -0.648
C26 -3.125 -0.981 -0.231  -0.144
H43 3.372 -1.890 -4.511  0.063
O3 -3.033 -3.596 0.541  0.024
H44 1.501 0.229 5.135  0.092
H45 2.508 -0.433 -4.022  0.054
O4 -3.644 1.104 -1.290  0.066
C27 0.982 -1.366 3.398  -0.245
C28 -2.086 -1.772 -4.730  -0.454
C29 2.501 -1.523 -3.962  -0.207
C30 -0.033 1.061 -5.053  -0.182

No. 2
Computed, not measured: a molecular structure, C24H33BCuN8O2, with ωB97M-V/def2-TZVPD.

Computed properties:
charge = -1
energy relative to the best compared isomer or geometry (same formula, charge and spin) = 0.000 eV
HOMO = -3.702 eV
gap between HOMO and LUMO = 6.609 eV

Last column: Löwdin charge in e.
Element x y z (Å)
O1 -6.730 -15.965 6.340  -0.168
H1 -1.306 -21.152 8.060  0.154
H2 -4.323 -16.938 3.230  0.112
N1 -6.019 -17.776 9.754  0.082
C1 -3.356 -21.201 7.217  -0.091
C2 -5.142 -18.527 11.654  -0.099
N2 -5.309 -15.184 9.282  0.065
C3 -6.789 -13.192 8.898  -0.348
C4 -5.604 -16.117 1.760  -0.113
H3 -2.847 -16.883 11.221  0.112
H4 -9.250 -19.012 7.765  0.086
C5 -7.477 -15.590 3.707  -0.030
H5 -8.775 -14.905 2.170  0.087
N3 -2.885 -17.591 9.109  -0.053
N4 -5.900 -16.254 5.367  -0.234
B1 -3.654 -16.918 10.329  -0.540
H6 -7.131 -13.786 8.028  0.133
C6 -1.299 -20.438 5.956  -0.084
H7 -3.869 -21.150 8.210  0.081
H8 -0.276 -20.062 6.057  0.062
N5 -4.145 -15.479 10.050  0.020
C7 -6.724 -15.326 1.431  -0.098
C8 -2.061 -19.254 8.005  -0.298
H9 -1.531 -16.046 8.428  0.103
N6 -3.023 -18.898 8.863  0.119
Cu1 -5.974 -16.571 8.187  0.273
H10 -10.330 -18.306 9.932  0.067
H11 -4.336 -12.214 10.426  0.095
H12 -6.897 -11.313 7.634  0.087
H13 -9.444 -18.640 11.522  0.095
H14 -4.946 -16.593 1.064  0.087
H15 -1.858 -19.704 5.351  0.089
C9 -5.562 -13.883 9.425  -0.278
C10 -6.917 -18.662 10.314  -0.217
O2 -4.545 -17.151 6.840  -0.138
H16 -0.193 -18.174 7.383  0.072
H17 -9.135 -17.185 10.562  0.076
H18 -1.274 -21.374 5.402  0.064
H19 -6.022 -11.082 9.245  0.076
H20 -8.284 -17.563 7.955  0.082
C11 -6.373 -19.099 11.577  -0.032
H21 -7.357 -19.151 7.689  0.088
H22 -4.006 -20.710 6.510  0.070
H23 -3.270 -22.244 6.876  0.069
N7 -4.911 -17.697 10.610  0.005
C12 -5.300 -16.461 3.059  -0.037
C13 -1.980 -20.566 7.329  -0.401
H24 -2.728 -14.322 11.025  0.104
C14 -8.275 -18.951 9.688  -0.404
C15 -6.241 -11.806 8.419  -0.089
C16 -4.460 -13.269 10.120  -0.023
C17 -1.752 -17.090 8.473  -0.085
C18 -8.242 -18.690 8.179  -0.089
C19 -1.154 -18.135 7.831  -0.041
H25 -7.591 -12.249 10.748  0.082
H26 -8.538 -20.053 9.900  0.148
H27 -8.812 -12.819 9.554  0.071
C20 -6.231 -16.101 4.039  -0.211
H28 -8.159 -15.392 4.536  0.108
C21 -7.774 -15.225 2.394  -0.080
C22 -3.633 -14.338 10.476  -0.105
C23 -7.826 -13.028 9.995  -0.078
N8 -4.693 -16.776 5.632  0.020
H29 -6.891 -19.787 12.199  0.080
H30 -5.291 -11.901 7.944  0.054
H31 -4.368 -18.704 12.385  0.114
H32 -6.716 -14.695 0.553  0.082
H33 -7.967 -13.996 10.529  0.083
C24 -9.374 -18.252 10.453  -0.098

No. 3
Computed, not measured: 7 unconnected molecules or ions with the total composition C15H21Cl12F6NO5, with ωB97M-V/def2-TZVPD.

Computed properties:
SMILES string = CCOC(=O)C(F)(F)F.CCOC(=O)C(F)(F)F.ClC(Cl)Cl.ClC(Cl)Cl.ClC(Cl)Cl.ClC(Cl)Cl.CN(C)C=O
energy relative to the best compared isomer or geometry (same formula, charge and spin) = 1.833 eV
HOMO = -9.294 eV
gap between HOMO and LUMO = 9.235 eV

Last column: Löwdin charge in e.
Element x y z (Å)
C1 -22.005 16.309 -30.118  -0.513
Cl1 -16.961 19.893 -21.361  0.538
F1 -20.906 16.050 -30.842  0.144
H1 -19.393 24.374 -19.331  0.074
F2 -17.275 24.235 -23.671  0.073
H2 -21.274 19.139 -26.153  0.079
O1 -18.907 22.186 -22.337  0.078
O2 -22.114 17.023 -27.781  0.032
C2 -21.706 17.027 -26.388  -0.197
H3 -14.152 21.133 -26.649  -0.002
F3 -22.196 17.625 -30.376  0.145
Cl2 -15.477 18.959 -23.936  0.500
C3 -20.152 23.599 -19.435  -0.049
C4 -16.794 19.970 -23.153  -1.441
Cl3 -14.602 22.876 -22.277  0.546
C5 -18.643 24.134 -23.839  -0.523
H4 -16.247 24.422 -21.414  -0.008
N1 -13.179 18.800 -19.505  -0.166
C6 -20.806 23.680 -20.823  -0.253
H5 -22.649 16.926 -25.852  0.128
F4 -22.927 15.470 -30.569  0.186
Cl4 -13.911 22.930 -28.106  0.496
H6 -20.363 18.111 -25.031  0.033
H7 -14.718 17.959 -18.211  0.082
Cl5 -12.258 16.989 -23.896  0.559
C7 -20.791 18.169 -26.032  -0.079
Cl6 -16.079 20.859 -27.968  0.564
C8 -12.333 18.230 -20.413  -0.343
H8 -13.240 18.526 -17.364  0.088
C9 -13.641 18.106 -18.286  -0.055
C10 -12.274 17.801 -25.424  -1.528
H9 -14.822 20.068 -19.481  0.029
H10 -13.350 17.055 -18.304  0.080
Cl7 -10.626 17.953 -26.087  0.515
C11 -14.905 21.789 -27.087  -1.541
H11 -21.202 16.150 -25.982  0.119
H12 -20.826 23.734 -18.589  0.081
H13 -16.607 21.018 -23.389  -0.058
H14 -21.169 22.673 -21.028  0.126
H15 -12.845 18.720 -25.289  -0.018
Cl8 -13.211 16.727 -26.559  0.458
H16 -19.608 22.654 -19.440  0.071
C12 -15.293 24.013 -21.082  -1.439
H17 -13.422 20.840 -18.825  0.074
C13 -13.752 20.202 -19.645  -0.070
O3 -20.062 24.188 -21.869  0.011
F5 -19.179 25.330 -23.985  0.189
C14 -21.612 16.105 -28.596  -0.342
Cl9 -18.389 19.532 -23.814  0.557
H18 -21.665 24.347 -20.764  0.126
C15 -19.223 23.343 -22.600  -0.260
O4 -11.863 17.089 -20.313  -0.027
Cl10 -14.258 25.405 -20.757  0.543
F6 -18.862 23.492 -24.975  0.168
Cl11 -15.648 23.206 -19.449  0.470
H19 -13.425 20.593 -20.609  0.056
H20 -19.921 18.274 -26.679  0.085
O5 -20.881 15.206 -28.192  0.129
H21 -11.971 18.963 -21.150  0.124
Cl12 -15.671 22.589 -25.733  0.556

No. 4
Computed, not measured: 11 unconnected molecules or ions with the total composition C28H62Cl8F6N2O14P, with ωB97M-V/def2-TZVPD.

Computed properties:
charge = -1
HOMO = -6.535 eV
gap between HOMO and LUMO = 8.708 eV

Last column: Löwdin charge in e.
Element x y z (Å)
Cl1 5.636 3.655 -1.593  0.531
C1 4.268 -2.537 0.871  -0.025
H1 1.908 6.052 -1.530  0.035
H2 -6.895 5.542 -3.385  0.081
H3 2.207 -4.257 -0.571  0.121
H4 -3.048 1.011 0.645  0.112
H5 4.099 5.707 1.712  0.089
H6 -2.208 -1.632 -1.685  0.099
C2 4.527 -4.448 -2.819  -0.532
C3 -2.953 -7.343 0.328  -0.063
H7 -5.124 1.971 1.011  0.059
H8 -0.389 0.691 -4.280  0.013
H9 -7.131 3.935 -2.577  0.080
F1 -0.542 1.993 -0.468  -0.174
H10 -5.056 -2.648 1.553  0.086
H11 4.094 2.480 -2.834  0.025
O1 -3.174 -3.311 -0.723  0.005
P1 0.611 0.867 -0.087  0.242
C4 4.046 3.435 -2.312  -1.008
Cl2 0.122 -0.285 -6.542  0.410
H12 3.587 -2.327 0.046  0.062
H13 -0.559 -2.091 2.151  0.007
H14 -3.589 2.337 -1.364  0.072
H15 7.710 -4.170 -3.574  0.090
H16 -2.799 2.094 -3.503  0.087
O2 3.673 -1.495 4.301  -0.006
H17 -3.614 -6.993 1.121  0.071
H18 4.559 4.143 1.004  0.051
C5 0.848 6.039 -1.785  -0.086
C6 -6.708 4.936 -2.499  -0.137
H19 -1.950 -7.049 0.635  0.066
F2 1.575 -0.378 0.215  -0.144
C7 -3.278 -6.693 -1.081  -0.207
H20 4.015 -3.182 5.592  0.127
C8 1.763 1.561 4.568  -0.967
H21 -4.593 4.657 -3.918  0.122
O3 -5.369 4.829 -2.084  -0.179
O4 -3.624 -5.344 -0.838  0.034
H22 -1.334 -2.217 -0.308  0.072
O5 5.811 -4.377 -2.555  0.014
H23 7.009 -5.718 -3.411  0.094
H24 0.738 6.138 -2.865  0.073
Cl3 2.944 2.464 5.542  0.488
C9 3.738 4.717 1.432  -0.037
H25 -2.666 1.837 3.625  0.072
C10 0.088 -2.225 3.018  -0.950
C11 -4.014 -0.152 2.065  -0.222
C12 -2.258 1.606 2.641  -0.060
C13 6.744 -4.676 -3.593  -0.040
O6 3.806 -4.058 -1.715  -0.006
F3 0.239 0.253 -1.578  -0.195
Cl4 -0.596 -2.207 4.644  0.506
H26 -4.592 -0.038 2.982  0.123
F4 0.903 1.580 1.357  -0.144
H27 1.988 -1.660 6.338  0.055
C14 2.422 -4.216 -1.639  -0.236
O7 0.298 4.804 0.121  0.020
N1 -4.434 2.224 1.705  0.042
H28 5.227 -2.124 0.560  0.102
H29 2.240 0.624 4.282  0.005
H30 -5.028 3.180 -3.147  0.119
Cl5 3.595 4.864 -3.274  0.540
H31 -0.475 4.325 -1.685  0.091
C15 3.029 -1.609 6.658  -0.066
O8 1.015 4.812 2.276  0.130
H32 3.240 3.374 -1.580  -0.016
C16 -5.651 -1.745 1.413  -0.114
H33 4.939 -1.758 5.926  0.119
H34 0.990 -0.397 -4.228  0.007
Cl6 0.269 1.256 5.542  0.472
H35 -2.279 3.013 -0.896  0.039
H36 -4.169 -7.266 -1.339  0.109
O9 -4.983 -0.539 1.122  -0.206
C17 0.496 0.367 -4.828  -0.952
H37 -1.306 2.880 -3.078  0.059
H38 -2.121 3.443 -4.404  0.081
H39 -3.223 -0.900 2.136  0.111
H40 6.366 -4.586 -4.611  0.093
H41 -2.948 -8.432 0.388  0.065
C18 3.962 -2.093 5.579  -0.236
O10 2.563 4.693 0.561  -0.066
C19 -4.513 4.124 -2.971  -0.206
F5 1.811 1.712 -0.790  -0.152
Cl7 1.654 1.686 -4.901  0.516
C20 -2.605 -4.491 -1.001  -0.536
H42 4.211 -3.625 0.922  0.093
H43 0.702 -3.010 -1.898  0.067
H44 1.705 -2.978 -3.413  0.084
C21 -3.380 1.201 1.666  -0.404
H45 3.338 -0.579 6.838  0.069
C22 1.700 -3.093 -2.329  -0.056
H46 -2.718 -1.306 -0.046  0.061
H47 -7.457 5.314 -1.802  0.079
H48 2.110 -5.104 -2.190  0.127
H49 -2.676 4.918 -2.277  0.142
C23 -2.341 -2.089 -0.704  0.002
H50 -1.714 2.496 2.323  0.078
H51 1.502 2.092 3.653  0.009
O11 -1.436 -4.717 -1.404  0.078
C24 1.254 4.740 1.100  -0.491
F6 -0.539 -0.063 0.555  -0.167
C25 -2.329 3.072 -3.401  -0.077
C26 4.430 -1.960 3.257  -0.487
H52 2.157 -2.192 -1.921  0.067
H53 0.929 -1.532 2.973  0.012
C27 0.458 4.702 -1.265  -0.260
H54 -2.517 -7.020 -1.790  0.122
C28 -3.096 3.927 -2.451  -0.445
H55 3.232 -2.195 7.554  0.083
H56 -6.325 -1.835 0.561  0.089
H57 -6.341 -1.634 2.249  0.079
H58 -1.464 0.868 2.756  0.044
O12 4.111 -4.888 -3.895  0.092
N2 -3.216 3.258 -1.181  0.073
O13 5.568 -2.414 3.348  0.103
H59 -4.964 2.212 2.565  0.062
H60 0.274 6.846 -1.330  0.089
H61 1.202 3.920 -1.420  0.090
Cl8 0.809 -3.889 2.712  0.446
H62 3.569 4.242 2.399  0.077
O14 3.677 -1.928 2.072  -0.055

- Which formula does entry 3 have?
  C15H21Cl12F6NO5